Record 1
Computed, not measured: 13 unconnected molecules or ions with the total composition C52H68N10O6, with the ωB97M-V functional and the def2-TZVPD basis.

## Properties
E_HOMO = -0.29841 Ha
HOMO-LUMO gap = 8.57 eV
lowest unoccupied orbital energy = 0.45 eV

The geometry in ORCA input format:
```
! wB97M-V def2-TZVPD RIJCOSX def2/J DEFGRID3
* xyz 0 1
N -1.848 -3.869 -4.770
C -2.497 -3.351 -3.685
C -2.412 -4.189 -2.652
C -1.622 -5.323 -3.085
C -1.357 -5.092 -4.411
H -1.643 -3.517 -5.677
H -3.003 -2.413 -3.892
H -2.834 -4.113 -1.659
H -1.396 -6.165 -2.500
H -0.842 -5.705 -5.111
N 3.337 -6.499 -0.994
C 3.127 -6.668 -2.351
C 1.965 -5.985 -2.649
C 1.456 -5.445 -1.403
C 2.402 -5.738 -0.417
H 4.093 -6.983 -0.491
H 3.777 -7.289 -2.996
H 1.545 -5.909 -3.630
H 0.550 -4.889 -1.250
H 2.285 -5.540 0.639
N -2.645 3.568 1.408
C -2.982 4.233 2.568
C -4.386 4.276 2.581
C -4.906 3.650 1.415
C -3.821 3.305 0.684
H -1.698 3.403 1.065
H -2.252 4.564 3.281
H -4.931 4.757 3.359
H -5.919 3.518 1.077
H -3.870 2.843 -0.304
N -2.400 -3.230 2.429
C -3.345 -4.182 2.634
C -3.000 -5.294 1.919
C -1.686 -5.021 1.426
C -1.375 -3.757 1.716
H -2.503 -2.290 2.764
H -4.190 -3.953 3.300
H -3.442 -6.248 1.860
H -1.178 -5.729 0.818
H -0.448 -3.267 1.452
N 4.278 -1.186 2.921
C 3.376 -0.148 3.174
C 2.101 -0.643 3.064
C 2.253 -2.081 2.937
C 3.585 -2.337 2.854
H 5.284 -1.170 2.854
H 3.656 0.892 3.211
H 1.208 -0.040 3.063
H 1.440 -2.793 3.111
H 4.060 -3.271 2.656
N -3.087 1.079 3.436
C -1.749 0.799 3.378
C -1.517 -0.380 3.975
C -2.757 -0.852 4.485
C -3.745 0.107 4.100
H -3.434 1.931 2.984
H -1.158 1.522 2.838
H -0.586 -0.903 3.985
H -2.952 -1.748 5.055
H -4.784 0.120 4.354
N -1.522 7.793 -0.832
C -0.349 7.722 -1.491
C 0.098 6.421 -1.559
C -0.948 5.652 -0.992
C -1.881 6.509 -0.495
H -2.082 8.610 -0.660
H 0.078 8.643 -1.898
H 0.930 6.064 -2.143
H -1.011 4.548 -1.075
H -2.789 6.269 0.057
N 4.093 -2.940 -1.662
C 3.517 -2.068 -0.835
C 4.446 -1.228 -0.280
C 5.674 -1.542 -0.965
C 5.403 -2.555 -1.857
H 3.620 -3.723 -2.063
H 2.501 -2.332 -0.492
H 4.310 -0.419 0.429
H 6.600 -1.038 -0.875
H 5.943 -3.081 -2.623
N 2.493 0.214 -3.909
C 2.156 -1.063 -4.334
C 1.028 -0.926 -5.093
C 0.681 0.482 -5.147
C 1.624 1.136 -4.386
H 3.299 0.418 -3.332
H 2.746 -1.968 -4.087
H 0.619 -1.835 -5.495
H -0.246 0.944 -5.498
H 1.686 2.117 -3.977
N 0.506 4.593 1.944
C 0.757 5.913 1.985
C 0.961 6.208 3.281
C 0.931 5.022 4.034
C 0.576 4.048 3.181
H 0.390 4.139 1.075
H 0.805 6.537 1.133
H 1.404 7.112 3.663
H 1.206 4.871 5.066
H 0.517 2.918 3.316
O 0.203 2.040 0.437
C -0.026 1.124 -0.341
O -1.064 1.043 -1.105
C -1.032 -0.266 -1.868
C -0.096 -1.203 -1.059
C 0.812 -0.097 -0.412
H -0.667 0.084 -2.832
H -2.057 -0.611 -1.912
H 0.438 -1.924 -1.677
H -0.593 -1.763 -0.238
H 1.606 0.206 -1.090
H 1.211 -0.294 0.564
O -6.454 1.329 -0.398
C -5.935 0.305 0.018
O -6.482 -0.400 1.051
C -5.776 -1.635 1.343
C -4.910 -1.840 0.020
C -4.693 -0.453 -0.472
H -6.462 -2.498 1.359
H -5.113 -1.533 2.244
H -5.454 -2.481 -0.705
H -4.037 -2.405 0.385
H -4.699 -0.447 -1.542
H -3.838 0.023 -0.002
O 5.083 2.182 -2.927
C 4.752 2.537 -1.827
O 3.432 2.576 -1.431
C 3.328 3.254 -0.121
C 4.695 2.964 0.508
C 5.637 3.085 -0.733
H 2.436 2.913 0.454
H 3.306 4.350 -0.361
H 4.807 2.002 0.958
H 5.003 3.629 1.345
H 6.543 2.536 -0.632
H 5.748 4.123 -1.005
*
```

Record 2
Computed, not measured: a molecular structure, C52H68N4O4RuSe, with the ωB97M-V functional and the def2-TZVPD basis.

## Properties
<S²> = 0.808
E_HOMO (spin up / spin down) = -0.31631 / -0.31680 Ha
HOMO-LUMO gap (spin up / spin down) = 5.09 / 5.12 eV
lowest unoccupied orbital energy (spin up / spin down) = -3.52 / -3.50 eV

The geometry in ORCA input format:
```
! wB97M-V def2-TZVPD RIJCOSX def2/J DEFGRID3
* xyz 1 2
Ru -0.774 0.077 1.748
C -7.866 1.124 0.233
C -6.473 0.586 0.328
C -6.001 -0.407 -0.517
C -4.693 -0.920 -0.409
C -4.207 -1.813 -1.368
N -2.971 -2.297 -1.379
C -2.425 -3.105 -2.431
C -2.329 -4.592 -2.063
C -1.039 -4.933 -1.310
N -1.031 -4.416 0.025
C -1.362 -5.114 1.099
C -1.311 -4.608 2.401
C -1.599 -5.454 3.489
C -1.427 -5.045 4.797
C -1.668 -5.984 5.938
C -0.982 -3.751 5.037
C -0.739 -2.831 4.003
C -0.277 -1.531 4.352
N -0.061 -0.491 3.611
C 0.475 0.682 4.267
C -0.461 1.897 4.142
C -1.929 1.484 4.163
N -2.336 0.938 2.884
C -3.555 1.191 2.522
C -4.311 0.636 1.465
C -5.615 1.122 1.272
C -3.832 -0.463 0.672
O -2.740 -1.046 0.902
C -0.892 -3.241 2.641
O -0.609 -2.473 1.675
H -8.491 0.497 -0.396
H -7.848 2.129 -0.187
H -8.307 1.189 1.227
H -6.643 -0.790 -1.297
H -4.854 -2.108 -2.185
H -2.406 -2.007 -0.576
H -1.427 -2.735 -2.684
H -3.060 -2.997 -3.312
H -2.364 -5.186 -2.975
H -3.190 -4.872 -1.455
H -0.181 -4.527 -1.852
H -0.930 -6.019 -1.266
H -0.789 -3.437 0.225
H -1.648 -6.149 0.946
H -1.929 -6.461 3.277
H -2.291 -6.821 5.633
H -2.151 -5.469 6.766
H -0.718 -6.383 6.296
H -0.820 -3.439 6.059
H -0.059 -1.424 5.420
H 1.438 0.931 3.807
H 0.655 0.467 5.331
H -0.273 2.417 3.197
H -0.252 2.578 4.969
H -2.557 2.346 4.425
H -2.095 0.708 4.925
H -4.113 1.908 3.135
H -5.964 1.931 1.899
C 1.957 0.757 -5.519
C 1.292 -0.484 -4.907
C 2.371 -1.553 -4.718
C 0.233 -1.031 -5.876
C 0.632 -0.096 -3.595
C 0.994 -0.652 -2.381
C 0.364 -0.244 -1.222
Se 1.074 -0.894 0.457
C 2.516 0.382 0.479
C 3.746 0.039 -0.018
C 4.786 0.968 -0.001
C 4.516 2.218 0.565
C 3.292 2.617 1.059
C 2.200 1.671 1.026
O 1.042 1.882 1.475
C 3.183 4.003 1.676
C 4.024 4.003 2.966
C 3.748 5.052 0.705
C 1.755 4.412 2.036
C 6.164 0.647 -0.541
C 6.198 -0.697 -1.273
C 6.602 1.735 -1.534
C 7.141 0.592 0.644
C -0.677 0.719 -1.171
O -1.258 1.004 -0.060
C -1.021 1.318 -2.432
C -0.364 0.889 -3.567
C -2.074 2.416 -2.494
C -1.615 3.603 -1.635
C -2.321 2.927 -3.918
C -3.399 1.869 -1.948
H 2.478 0.485 -6.434
H 2.680 1.178 -4.823
H 1.227 1.524 -5.762
H 2.811 -1.799 -5.682
H 1.955 -2.467 -4.300
H 3.167 -1.192 -4.072
H 0.699 -1.306 -6.820
H -0.535 -0.293 -6.085
H -0.244 -1.917 -5.461
H 1.773 -1.396 -2.291
H 3.878 -0.959 -0.401
H 5.330 2.925 0.618
H 5.073 3.800 2.753
H 3.657 3.249 3.662
H 3.957 4.975 3.449
H 4.816 4.931 0.546
H 3.588 6.046 1.113
H 3.248 4.984 -0.259
H 1.378 3.831 2.874
H 1.089 4.277 1.188
H 1.741 5.461 2.323
H 5.492 -0.696 -2.101
H 5.967 -1.519 -0.600
H 7.194 -0.865 -1.677
H 5.875 1.822 -2.340
H 7.565 1.471 -1.967
H 6.707 2.707 -1.059
H 6.844 -0.192 1.339
H 7.165 1.534 1.185
H 8.146 0.377 0.287
H -0.623 1.350 -4.504
H -0.685 4.014 -2.024
H -1.461 3.296 -0.603
H -2.371 4.385 -1.652
H -1.424 3.373 -4.342
H -3.088 3.697 -3.888
H -2.676 2.130 -4.568
H -3.296 1.594 -0.903
H -3.711 0.992 -2.513
H -4.179 2.624 -2.027
*
```